Here is 6 unconnected molecules or ions with the total composition C54H114N6O6 from OMol25. Energies are from ωB97M-V/def2-TZVPD.

Results
HOMO-LUMO gap in eV: 8.4210
Charge: 0
LUMO in eV: 0.52
SMILES: CC1(C)CCCC(C)(C)N1O.CC1(C)CCCC(C)(C)N1O.CC1(C)CCCC(C)(C)N1O.CC1(C)CCCC(C)(C)N1O.CC1(C)CCCC(C)(C)N1O.CC1(C)CCCC(C)(C)N1O
HOMO in eV: -7.905
Energy in eV: -79065.8250
Spin multiplicity: 1
Relative energy (zero: lowest compared OMol25 entry of this formula, charge and spin) in eV: 1.400

Structure (XYZ):
```
180
Properties=species:S:1:pos:R:3:forces:R:3:mulliken_charge:R:1
C -2.36399 -3.99712 -2.46516 0.494 0.259 0.473 -1.61
C -1.39994 -4.22796 -3.62927 -0.664 -0.931 -0.250 1.37
C -1.31574 -2.95030 -4.44790 0.175 0.468 -0.384 -0.51
C -0.25891 -3.04771 -5.54003 0.264 0.103 0.357 -0.79
C 1.08859 -3.36449 -4.90146 0.176 0.660 -0.565 -1.01
C 1.10587 -4.59549 -3.97783 0.204 0.774 -0.147 1.81
N -0.06109 -4.49383 -3.08942 -0.052 0.865 0.260 1.34
O -0.11021 -5.56789 -2.16711 0.101 -0.296 -0.188 -0.69
C 1.17292 -5.85409 -4.82960 -0.979 -1.360 -0.147 -1.75
C 2.35922 -4.47552 -3.11484 1.199 -0.767 -0.423 -1.89
C -2.00424 -5.35024 -4.51296 -0.551 0.260 0.084 -1.91
H -2.39972 -4.80736 -1.74192 0.060 -0.319 -0.213 0.38
H -3.37773 -3.82931 -2.82298 0.037 0.238 -0.042 0.54
H -1.99333 -3.13263 -1.90662 -0.339 0.089 -0.018 0.24
H -2.26630 -2.63321 -4.88791 -0.216 -0.519 0.121 0.48
H -1.05910 -2.11622 -3.78244 0.221 -0.129 0.043 -0.59
H -0.21871 -2.07946 -6.04466 0.171 -0.100 -0.164 0.52
H -0.45211 -3.80941 -6.29739 -0.412 0.080 0.029 0.35
H 1.43519 -2.46391 -4.38329 -0.141 -0.208 0.316 0.09
H 1.81438 -3.49132 -5.71288 0.097 -0.293 0.180 0.40
H 2.14619 -6.04260 -5.27814 0.070 0.280 0.004 0.44
H 0.89731 -6.76595 -4.28303 0.372 0.260 0.443 0.28
H 0.41035 -5.89557 -5.61531 0.265 0.516 -0.152 0.31
H 3.24145 -4.78356 -3.69522 -0.257 -0.118 -0.187 0.52
H 2.64882 -3.47058 -2.81453 -0.715 0.070 0.397 -0.06
H 2.34826 -5.18329 -2.28631 -0.121 0.271 0.222 0.47
H -1.87695 -6.35652 -4.11605 0.295 0.055 0.064 0.30
H -1.68454 -5.29489 -5.55087 0.215 -0.203 0.057 0.29
H -3.08404 -5.17384 -4.53479 0.012 -0.074 -0.086 0.52
H 0.25137 -5.18664 -1.35627 -0.024 -0.011 -0.043 0.21
C -4.44341 2.59852 0.21453 -0.272 -0.673 -0.145 -2.08
C -3.49514 2.68959 1.40734 -0.721 -0.480 0.488 1.66
C -2.16828 3.25564 0.92616 0.736 -0.268 0.178 -0.13
C -1.27561 3.75076 2.06066 -0.228 0.457 -0.333 0.06
C -2.03946 4.81421 2.85213 1.111 -0.053 0.150 -1.76
C -3.41417 4.41377 3.37328 -0.451 -0.001 0.221 1.83
N -4.09539 3.60919 2.36878 0.264 1.058 -0.996 0.64
O -5.41515 3.29324 2.72203 0.049 -0.368 0.333 -0.54
C -3.28684 3.67151 4.71254 0.317 -0.184 -0.311 -1.75
C -4.24128 5.69899 3.54908 0.532 -0.102 0.893 -2.05
C -3.27124 1.29625 2.00152 0.918 -0.622 0.134 -1.75
H -5.42104 2.19874 0.49069 -0.014 0.266 0.270 0.47
H -4.09526 1.84975 -0.50459 0.355 0.348 -0.137 0.23
H -4.56778 3.57666 -0.24957 0.020 -0.043 -0.129 0.52
H -1.62756 2.47064 0.38639 -0.216 -0.009 -0.161 -0.70
H -2.33755 4.07848 0.22750 -0.070 0.049 0.046 0.52
H -0.38553 4.22227 1.63436 -0.066 0.028 -0.087 -0.15
H -0.86533 2.95113 2.68790 -0.454 -0.187 0.057 0.42
H -2.10407 5.72161 2.24519 -0.188 -0.123 -0.158 0.43
H -1.38449 5.08081 3.69042 -0.371 0.194 0.176 0.53
H -2.70325 4.22831 5.44738 -0.128 0.178 -0.016 0.44
H -4.26959 3.44420 5.12057 0.012 -0.113 0.002 0.35
H -2.73971 2.74665 4.51439 -0.127 -0.114 0.223 0.34
H -5.10601 5.52921 4.19067 -0.233 -0.091 -0.327 0.37
H -3.63099 6.41428 4.11082 -0.005 0.135 -0.228 0.42
H -4.51152 6.10644 2.57788 -0.078 0.101 0.024 0.47
H -4.11013 0.83165 2.51783 -0.317 0.329 -0.210 0.30
H -2.45096 1.30629 2.72891 -0.095 0.180 0.029 0.32
H -2.91518 0.60529 1.22834 -0.235 0.022 -0.062 0.35
H -5.96230 3.90821 2.21989 0.027 -0.003 0.001 0.33
C 0.58850 -7.40586 3.87774 0.270 0.051 0.188 -1.64
C 0.58800 -6.67272 2.52707 0.712 -0.181 0.524 1.22
C -0.18721 -7.45994 1.48633 -0.486 -0.134 -1.109 -0.81
C -1.69877 -7.38900 1.66934 0.284 0.501 0.373 -0.94
C -2.09106 -5.92233 1.54720 0.360 -0.066 -0.368 -1.03
C -1.38701 -5.06786 2.60037 -1.138 0.436 0.832 1.94
N 0.04693 -5.31858 2.61213 -0.167 0.137 -1.455 1.25
O 0.68618 -4.57027 3.61054 -0.023 -0.116 0.713 -0.70
C -1.61435 -3.58790 2.24063 0.476 -0.131 -0.018 -2.06
C -2.09258 -5.27834 3.95629 0.395 0.059 0.912 -1.86
C 2.03706 -6.55818 2.04651 0.008 -0.362 -0.373 -1.62
H 0.94259 -8.43192 3.75838 -0.253 -0.068 -0.103 0.41
H -0.39298 -7.38683 4.34702 -0.002 -0.194 0.016 0.29
H 1.29870 -6.94725 4.56906 -0.149 0.220 -0.041 0.37
H 0.02868 -7.06532 0.48304 0.040 0.281 0.123 -0.05
H 0.15820 -8.49212 1.38733 0.114 -0.012 0.590 0.57
H -1.94220 -7.70651 2.68627 -0.210 -0.361 -0.163 0.32
H -2.22084 -8.00651 0.94083 -0.030 -0.079 0.061 0.50
H -3.16763 -5.76122 1.62564 -0.006 -0.037 0.157 0.60
H -1.79996 -5.55099 0.55899 0.038 -0.057 -0.117 -0.08
H -2.64475 -3.41140 1.93225 -0.008 -0.045 -0.029 0.55
H -1.40030 -2.93873 3.09123 0.032 0.014 -0.019 0.45
H -0.92631 -3.33417 1.43077 -0.102 0.151 -0.095 0.03
H -1.47095 -4.92227 4.78523 0.149 0.119 -0.245 0.41
H -3.00198 -4.67882 4.02475 -0.147 -0.213 -0.220 0.42
H -2.31247 -6.31233 4.22760 -0.180 -0.026 -0.346 0.34
H 2.07635 -6.06509 1.07174 -0.040 0.235 0.139 -0.02
H 2.44166 -7.56012 1.87234 0.043 0.007 0.238 0.49
H 2.66675 -6.03708 2.76442 -0.004 0.051 -0.018 0.41
H 1.02537 -3.77888 3.17641 0.000 -0.250 -0.165 0.43
C 3.79720 5.74936 3.80145 -0.626 0.892 -0.140 -2.02
C 3.34027 4.47326 3.06790 0.764 0.282 0.619 1.49
C 4.59848 3.81709 2.51557 0.627 -0.952 -1.386 -0.81
C 5.44204 3.05926 3.53661 -0.766 1.097 0.069 -0.77
C 4.54976 2.03756 4.21864 1.324 0.066 -0.266 -0.42
C 3.35227 2.68440 4.92773 -0.048 -1.250 -0.482 1.40
N 2.65544 3.50702 3.93940 0.163 -0.586 -0.944 1.45
O 1.44532 4.03186 4.46214 0.296 0.211 -0.035 -0.68
C 2.43090 1.49036 5.23062 -0.635 0.063 1.304 -1.70
C 3.78715 3.39409 6.22471 -0.779 0.178 -0.051 -1.78
C 2.40093 4.87300 1.93684 -0.202 1.013 0.315 -1.74
H 4.38802 5.59612 4.70099 -0.100 -0.258 0.037 0.35
H 2.91960 6.35953 4.04370 0.044 -0.195 0.348 0.40
H 4.38474 6.40645 3.15263 0.073 -0.288 -0.165 0.44
H 4.37241 3.12077 1.69052 -0.441 -0.134 0.342 0.01
H 5.23340 4.52529 1.97288 -0.215 0.464 0.375 0.55
H 5.76668 3.81628 4.26051 0.365 -0.296 0.088 0.32
H 6.31276 2.63642 3.03826 0.036 -0.144 0.168 0.49
H 5.18113 1.46881 4.91037 -0.397 0.045 0.359 0.48
H 4.25696 1.30923 3.45916 -0.427 0.126 0.046 -0.58
H 1.40107 1.78947 5.44750 0.076 0.203 -0.264 0.46
H 2.41432 0.71635 4.46807 0.086 0.175 -0.233 0.11
H 2.73403 1.03069 6.17761 0.271 -0.176 -0.236 0.42
H 3.46800 2.82000 7.09407 0.196 -0.086 0.013 0.44
H 4.86194 3.54848 6.28082 0.010 0.183 -0.015 0.30
H 3.24061 4.33580 6.29329 0.274 0.130 0.079 0.35
H 2.83836 5.71765 1.39680 0.222 -0.340 -0.305 0.44
H 1.50055 5.33121 2.35602 -0.073 -0.254 0.068 0.57
H 2.11015 4.07435 1.25925 0.189 -0.108 0.006 -0.01
H 0.82552 3.71751 3.79519 -0.317 0.050 0.253 0.24
C -0.77671 -0.62543 -0.82261 0.203 -0.335 -0.007 -1.46
C 0.74319 -0.41965 -0.77893 0.235 -0.246 -0.192 2.70
C 0.97074 0.85492 0.00843 -0.897 1.097 2.347 -0.32
C 2.34706 1.08197 0.59344 0.712 0.443 -1.462 0.64
C 2.79524 -0.12252 1.38635 -0.101 -0.117 0.118 -1.59
C 2.64928 -1.46104 0.65057 0.414 0.313 -1.148 2.26
N 1.34428 -1.50530 -0.00543 -0.797 0.276 1.908 -0.07
O 1.06239 -2.81004 -0.48924 0.205 0.412 -0.638 1.42
C 3.80408 -1.56924 -0.35811 1.173 0.219 0.098 -1.93
C 2.72978 -2.59999 1.65808 -0.106 -0.062 -0.046 -2.28
C 1.31883 -0.34676 -2.19072 0.337 -0.606 -1.034 -0.84
H -1.02098 -1.46772 -1.47247 -0.159 0.261 -0.212 -0.73
H -1.24261 0.29207 -1.18431 -0.109 -0.129 -0.207 0.43
H -1.18078 -0.85051 0.16702 0.145 0.094 0.091 0.09
H 0.54111 1.77307 -0.40708 0.378 -0.268 -0.899 -0.15
H 0.34328 0.82133 0.92128 -0.149 -0.581 -0.195 0.17
H 2.44938 1.99597 1.18138 -0.609 -0.169 0.353 -1.32
H 3.01344 1.34315 -0.24755 0.292 -0.584 0.128 0.42
H 2.20266 -0.20150 2.30456 0.024 0.203 0.016 0.07
H 3.84380 0.01786 1.65960 -0.005 -0.250 0.150 0.37
H 3.64502 -2.26662 -1.17887 -0.166 -0.156 0.184 0.06
H 4.11342 -0.61183 -0.79252 -0.581 0.076 -0.118 0.33
H 4.72639 -1.84506 0.17171 -0.190 -0.376 -0.018 0.58
H 1.79341 -2.59618 2.21524 -0.017 0.045 0.027 0.23
H 2.85138 -3.56389 1.16879 -0.076 -0.032 0.014 0.43
H 3.55475 -2.45920 2.35810 0.043 0.104 -0.078 0.38
H 0.58324 -0.24014 -2.99726 -0.149 0.745 0.317 0.01
H 1.75627 -1.30061 -2.51119 0.113 -0.037 0.582 -0.61
H 2.11896 0.39107 -2.26584 -0.155 0.149 -0.164 0.41
H 0.09750 -2.81992 -0.48446 0.006 -0.289 0.074 -0.22
C -0.39840 3.25680 -2.99835 1.941 1.412 0.917 -1.53
C -0.10865 3.68319 -4.45245 -1.666 -1.005 0.182 1.86
C -0.35477 2.46171 -5.36267 0.361 -0.607 0.715 -1.13
C -1.82360 2.14091 -5.60270 0.435 0.296 -1.148 -0.54
C -2.54520 3.35303 -6.17399 0.159 -0.390 0.256 -1.35
C -2.41373 4.57308 -5.26144 -1.130 0.261 -0.425 1.87
N -1.02227 4.74029 -4.89007 0.765 0.265 -1.241 0.47
O -0.80059 5.98082 -4.24891 -0.121 -0.218 0.452 -0.49
C -2.81924 5.77763 -6.12187 -0.095 0.700 -0.090 -2.14
C -3.39994 4.49518 -4.08782 0.640 -0.170 0.777 -1.88
C 1.32105 4.15232 -4.60231 0.221 0.360 -0.208 -2.06
H 0.03047 4.09098 -2.41565 -0.445 -0.002 0.190 0.41
H 0.27518 2.45242 -2.68968 -0.452 -0.430 -0.197 0.28
H -1.41378 3.14728 -2.63750 -0.173 -0.348 -0.460 0.17
H 0.26085 2.52863 -6.26311 -0.496 0.269 -0.318 0.41
H 0.04295 1.57461 -4.85186 0.268 0.230 0.107 0.09
H -2.30920 1.76448 -4.70220 0.029 0.044 0.075 0.27
H -1.84035 1.35480 -6.36440 -0.227 -0.183 0.242 0.43
H -3.59264 3.09062 -6.34367 -0.090 0.315 0.143 0.46
H -2.13848 3.62305 -7.15267 0.185 -0.152 0.028 0.42
H -3.72359 5.61238 -6.71316 0.041 -0.416 0.092 0.39
H -3.05160 6.66876 -5.53287 0.270 -0.068 0.133 0.41
H -2.01907 6.02503 -6.82427 -0.002 -0.031 0.022 0.47
H -3.27248 3.56976 -3.52022 -0.199 -0.112 -0.177 0.25
H -3.16214 5.28620 -3.37083 -0.150 0.142 -0.149 0.40
H -4.44014 4.58514 -4.39408 0.011 0.009 -0.138 0.46
H 1.56219 4.29951 -5.65808 -0.079 -0.079 -0.012 0.49
H 2.03128 3.43056 -4.19798 -0.076 -0.034 0.103 0.31
H 1.46232 5.11897 -4.11862 0.072 -0.150 0.218 0.45
H -0.41686 6.53313 -4.93811 -0.005 0.017 0.010 0.34
```
Forces are in eV/Å.